Formula: C11H14N2O3
Source: the OMol25 dataset
Level of theory: ωB97M-V with the def2-TZVPD basis set

Calculated values
- Total energy: -762.70554 Ha
- Relative energy (zero: lowest compared OMol25 entry of this formula, charge and spin): 95.3 kcal/mol
- Gap between HOMO and LUMO: 9.43 eV
- E_HOMO: -0.3250 hartree
- F_max: 5.18 eV/A

Last column: Löwdin charge in e.
Atoms and positions in Å:
C: -0.13193 1.39079 0.65302  -0.228
C: -1.50972 1.42638 -0.22960  -0.436
C: 0.98006 1.75049 -0.37540  -0.065
C: 2.07365 0.54175 -0.33614  -0.206
C: 2.74964 0.22103 0.93247  -0.073
C: 2.22840 -0.23327 -1.42132  -0.065
C: 3.47080 -0.93242 0.87439  -0.115
C: 2.97161 -1.51293 -1.44570  -0.038
C: 3.51853 -1.78748 -0.21839  -0.114
C: -3.43912 0.13085 -0.70984  -0.083
C: -3.78502 -1.23186 -0.08795  -0.470
H: -0.41430 0.64249 2.64421  0.069
H: 0.92478 -0.24383 1.83430  0.092
H: -0.47032 2.31902 1.14791  0.127
H: 1.57557 2.65535 -0.26621  0.109
H: 0.64639 1.68561 -1.40523  0.094
H: 2.58779 0.96527 1.79461  0.145
H: 1.78693 0.03965 -2.40434  0.113
H: 3.98227 -1.15339 1.75567  0.085
H: 2.98048 -1.94022 -2.43406  0.097
H: 3.92397 -2.79407 -0.20356  0.102
H: -1.84818 -0.49212 0.33284  0.107
H: -4.32801 0.75190 -0.44631  0.147
H: -3.28835 0.52976 -1.70276  0.140
H: -5.07384 -2.35830 0.49856  0.170
N: 0.00802 0.34895 1.76417  0.030
N: -2.12298 0.26978 -0.25479  0.053
O: -1.94997 2.51945 -0.67043  0.024
O: -2.96759 -2.09469 0.24703  0.077
O: -5.07954 -1.41391 0.13284  0.112